No. 1
Density functional theory data (wB97M-V/def2-TZVPD) for C11H13BFN3OS as an isolated structure in a non-equilibrium geometry.

Cartesian coordinates (Å):
C  -2.3954  -2.2632  1.1791
C  -2.6975  -1.0436  1.7876
C  -1.6836  0.1186  1.9964
C  -0.3482  -0.1169  1.2955
C  0.4302  -1.1243  1.8095
C  1.6980  -1.5019  1.2384
N  2.5481  -2.4801  1.6028
S  3.7468  -2.3542  0.4831
N  3.2747  -1.1107  -0.4525
C  2.0984  -0.7177  0.0854
C  1.2951  0.3641  -0.4480
C  1.8751  1.0704  -1.6872
C  1.5145  0.1989  -2.9556
F  0.5329  -0.7486  -2.5851
C  0.0807  0.6921  0.1327
B  -0.8322  1.8859  -0.4061
N  -2.2347  1.6559  -0.8617
O  -0.3928  3.2081  -0.4376
H  -2.3450  -2.4304  0.0877
H  -2.2016  -3.1630  1.7991
H  -3.7456  -0.8884  2.1187
H  -2.2044  1.0447  1.6714
H  -1.5708  0.2064  3.0962
H  0.0687  -1.6672  2.6959
H  1.5588  2.1178  -1.7920
H  2.9749  0.9942  -1.5872
H  2.3833  -0.4009  -3.2802
H  1.0697  0.7916  -3.7704
H  -2.2576  2.0491  -1.8084
H  -2.7780  2.3392  -0.3183
H  0.5376  3.2742  -0.6892

The orbital gap comes out at 6.6 eV. The charge is 0. For the total energy, the calculation gives -32362.1422 eV.

Löwdin population analysis, charges in e, atoms 1 to 4:
1. C -0.03
2. C -0.13
3. C -0.15
4. C -0.17

***

No. 2
Density functional theory data (wB97M-V/def2-TZVPD) for C11H18BeBr2Cl6FNNaO3 as an isolated structure in a non-equilibrium geometry.

Cartesian coordinates (Å):
C  -0.3875  3.5332  4.3145
C  0.3153  2.4853  3.4267
C  -0.5367  1.3526  2.8438
Cl  -2.1844  1.8704  2.3856
C  0.1893  0.7580  1.6058
C  1.7342  0.6706  1.6946
C  1.9171  -0.5315  2.6171
N  0.8286  -1.4629  2.1451
C  -0.1006  -0.7041  1.2454
H  -1.0927  4.1706  3.7444
H  0.4076  4.2136  4.6475
H  -0.8268  3.1247  5.2125
H  0.7534  3.0176  2.5786
H  1.0971  2.0222  4.0366
H  -0.6610  0.5318  3.5572
H  -0.0413  1.4951  0.8330
H  2.0338  0.5032  0.6555
H  2.2914  1.5529  1.9914
H  1.6234  -0.2661  3.6310
H  2.8857  -1.0127  2.5246
H  1.3068  -2.3147  1.7301
H  0.1759  -1.8916  2.9431
H  -1.1246  -1.0573  1.2645
H  0.3746  -0.8072  0.2672
C  -2.1790  -0.2296  -2.2013
Cl  -2.9341  0.8477  -3.3707
Cl  -2.5850  0.2567  -0.5602
Cl  -2.7294  -1.8871  -2.4789
Cl  -0.4123  -0.1721  -2.3841
Cl  -2.8764  4.2103  4.6620
Be  0.4434  -3.7825  1.6335
C  -0.3688  -1.7659  -5.5440
C  1.0587  -1.4054  -5.8579
O  1.5099  -2.4882  -6.6369
C  0.3654  -2.9677  -7.2898
O  0.3968  -3.6826  -8.2193
O  -0.7554  -2.4890  -6.7047
F  1.8096  -1.3497  -4.6710
H  -0.4379  -2.4106  -4.6656
H  -1.0049  -0.8967  -5.3965
H  1.1935  -0.4772  -6.4110
Br  3.4453  -2.7705  -4.9376
Br  -0.2266  -3.3086  3.9862
Na  -4.6910  5.5150  5.1517

The orbital gap comes out at 2.0 eV. The charge is +1. For the total energy, the calculation gives -242073.2567 eV.

Löwdin population analysis, charges in e, atoms 1 to 4:
1. C -0.28
2. C -0.26
3. C -0.64
4. Cl 0.65

***

No. 3
Density functional theory data (wB97M-V/def2-TZVPD) for a 2-piece molecular cluster, H3NP2 overall in a non-equilibrium geometry.

Cartesian coordinates (Å):
N  -3.4170  -2.1757  1.4707
P  -3.4093  -2.5304  0.0409
P  -0.3112  -0.3216  -0.2611
H  -0.9120  0.4831  0.5681
H  -0.6281  0.6380  -1.2291
H  0.7974  0.4777  -0.1878

The orbital gap comes out at 10.5 eV. The charge is 0. For the total energy, the calculation gives -20113.9249 eV. The value obtained for the energy above the lowest of the compared OMol25 structures with the same formula, charge and spin is 10.1 kcal/mol. Its structure (SMILES) is N#P.P.

Löwdin population analysis, charges in e, atoms 1 to 4:
1. N -0.55
2. P 0.56
3. P 0.60
4. H -0.24

***

No. 4
Density functional theory data (wB97M-V/def2-TZVPD) for a 10-piece molecular cluster, C6H30NO10 overall in a non-equilibrium geometry.

Cartesian coordinates (Å):
O  -1.7151  -0.0572  0.8884
C  -0.7482  -0.3061  0.2429
C  0.5338  -0.7365  0.9694
C  1.5300  0.0979  0.1449
C  2.9421  -0.2012  0.5267
C  3.4038  -1.2467  1.2728
C  3.8346  0.7853  -0.2275
N  0.4903  -0.2570  2.4424
H  -0.6552  -0.2344  -0.8443
H  0.9683  -1.7079  0.9035
H  1.3949  1.1758  0.3418
H  1.2578  -0.0358  -0.9406
H  4.5019  -1.3820  1.4753
H  2.6836  -1.9114  1.7120
H  4.8570  0.8716  0.0816
H  3.3957  1.8576  -0.1972
H  4.1994  0.2234  -1.2682
H  1.3034  -0.5959  3.0482
H  -0.3649  -0.7511  2.9360
H  0.4296  0.7765  2.6995
H  1.2286  2.3942  -3.7343
H  2.2956  1.4313  -4.4036
O  1.6314  1.5548  -3.7456
H  -0.4615  -3.2196  3.2780
H  -1.4290  -2.6495  2.1854
O  -0.5115  -2.6588  2.4949
H  -2.7594  -0.9372  -2.7443
H  -4.0804  -0.4478  -2.2592
O  -3.6125  -1.3093  -2.4507
H  -0.7781  -3.9830  -0.6819
H  -2.1936  -3.4892  -1.2960
O  -1.4092  -3.2894  -0.8095
H  -0.0705  2.4820  -1.3864
H  -0.5517  3.9227  -1.5170
O  0.2083  3.4117  -1.2029
H  -3.1931  2.0118  -0.3233
H  -4.6999  1.3966  -0.7856
O  -3.8857  1.8651  -0.9873
H  0.4305  3.6725  3.0539
H  0.2430  3.1329  1.6423
O  0.2038  2.8839  2.4891
H  -1.0640  0.1318  -3.1097
H  0.4318  0.2932  -3.0170
O  -0.4018  0.4170  -2.5200
H  -3.7377  -1.4352  2.3946
H  -2.9847  -1.9067  1.1286
O  -3.0916  -2.0410  2.0997

As for the spin multiplicity: 2. The orbital gap (alpha / beta) comes out at 2.9 / 8.0 eV. The charge is 0. For the total energy, the calculation gives -28667.9238 eV.

Löwdin population analysis, charges in e, atoms 1 to 4:
1. O -0.07
2. C -0.38
3. C -0.28
4. C -0.18

***

No. 5
Density functional theory data (wB97M-V/def2-TZVPD) for C10H12N3OS as an isolated structure in a non-equilibrium geometry.

Cartesian coordinates (Å):
C  0.9994  3.2041  0.8169
C  0.6177  2.3060  1.7993
C  0.9941  2.8178  -0.5144
C  0.2157  1.0247  1.4580
C  0.5892  1.5428  -0.8687
C  0.1812  0.6580  0.1208
C  -1.0857  -1.3705  0.6428
C  -1.0926  -0.5791  -1.9170
C  0.7610  -2.7850  0.4853
C  0.9829  -1.5837  -0.4476
N  -0.5601  -2.5340  1.0071
N  -2.1385  0.1211  -1.6788
N  -0.1845  -0.7029  -0.2557
O  -0.4735  -1.1278  -2.7347
S  -2.5425  -0.7656  1.1000
H  1.3141  4.1992  1.0880
H  0.6411  2.5898  2.8393
H  1.3158  3.5037  -1.2829
H  -0.0630  0.3268  2.2340
H  0.6069  1.2396  -1.9043
H  0.7895  -3.7377  -0.0500
H  1.4951  -2.8187  1.2955
H  1.8975  -1.0373  -0.2127
H  1.0259  -1.8908  -1.4992
H  -1.0391  -3.1714  1.6260
H  -2.4792  0.2468  -0.7011
H  -2.7686  0.3239  -2.4459

As for the spin multiplicity: 3. The orbital gap (alpha / beta) comes out at 7.1 / 6.2 eV. The charge is +1. For the total energy, the calculation gives -27907.8935 eV. The value obtained for the energy above the lowest of the compared OMol25 structures with the same formula, charge and spin is 0.0 kcal/mol.

Löwdin population analysis, charges in e, atoms 1 to 4:
1. C -0.05
2. C -0.05
3. C -0.04
4. C -0.02

***

No. 6
Density functional theory data (wB97M-V/def2-TZVPD) for a 20-piece molecular cluster, C60H165N5O25 overall in a non-equilibrium geometry.

Cartesian coordinates (Å):
C  2.0071  4.8629  -10.9014
O  3.3754  4.8904  -11.0634
C  3.7647  6.1554  -11.6708
C  5.2563  6.1877  -12.1429
N  6.1213  5.9421  -11.0006
C  7.5019  6.1871  -11.3776
C  8.3845  5.6989  -10.2225
O  8.3641  4.2735  -10.1289
C  8.5552  3.8132  -8.8370
H  1.6023  5.7744  -10.4618
H  1.8240  4.0473  -10.2018
H  1.4669  4.7206  -11.8373
H  3.5302  7.0081  -11.0335
H  3.0944  6.3869  -12.4985
H  5.4102  7.2275  -12.4317
H  5.4331  5.5089  -12.9773
H  6.1604  4.9419  -10.8659
H  7.5987  7.2575  -11.5592
H  7.7308  5.7151  -12.3331
H  8.2401  6.1982  -9.2644
H  9.4347  5.8841  -10.4484
H  9.6162  3.6520  -8.6466
H  8.1762  2.8156  -8.6152
H  8.1714  4.4552  -8.0440
C  3.2627  1.7497  -1.3600
O  1.8594  1.3911  -1.4392
C  1.1131  2.3742  -2.1322
C  -0.3240  1.9613  -1.9698
N  -0.9103  2.0091  -0.5954
C  -2.2264  1.3566  -0.5809
C  -2.7390  0.9886  0.8394
O  -1.8217  0.3232  1.7472
C  -2.4421  -0.5438  2.7219
H  3.4261  2.7823  -1.0517
H  3.7623  1.6672  -2.3252
H  3.6763  1.0506  -0.6331
H  1.3194  2.3536  -3.2023
H  1.3500  3.3884  -1.8105
H  -0.3846  0.9607  -2.3978
H  -0.9181  2.6468  -2.5741
H  -0.2874  1.4798  -0.0022
H  -2.1966  0.4860  -1.2361
H  -3.0144  2.0173  -0.9424
H  -3.5220  0.2723  0.5901
H  -3.1196  1.9007  1.2992
H  -3.3222  -0.0395  3.1209
H  -1.7029  -0.7699  3.4903
H  -2.8413  -1.5154  2.4309
C  5.6776  -3.5148  -8.1966
O  6.2307  -4.2834  -7.0853
C  5.2462  -4.6181  -6.0416
C  5.8696  -5.3473  -4.8335
N  6.2292  -6.6990  -5.2005
C  6.7745  -7.4062  -4.0595
C  7.4056  -8.7289  -4.4224
O  8.3315  -8.5628  -5.4913
C  9.0589  -9.7516  -5.6609
H  5.1097  -4.1703  -8.8568
H  6.4307  -3.1757  -8.9080
H  5.1679  -2.6361  -7.8014
H  4.4385  -5.1766  -6.5147
H  4.7932  -3.6919  -5.6880
H  5.1799  -5.4120  -3.9920
H  6.7120  -4.7554  -4.4758
H  7.0098  -6.5913  -5.8323
H  5.9354  -7.5483  -3.3785
H  7.5916  -6.8987  -3.5467
H  6.6528  -9.4649  -4.7044
H  7.8685  -9.1208  -3.5167
H  9.6903  -9.6758  -6.5462
H  8.4405  -10.6439  -5.7585
H  9.7319  -9.8801  -4.8132
C  -6.1436  -9.4044  8.2200
O  -4.9420  -10.1217  7.8651
C  -3.7501  -9.6679  8.5588
C  -2.5448  -10.4338  8.0671
N  -2.5829  -11.7795  8.4232
C  -1.4614  -12.4466  7.7638
C  -1.4088  -13.9282  8.1555
O  -2.6264  -14.5552  7.8149
C  -2.4868  -16.0036  7.8219
H  -7.0775  -9.8715  7.9073
H  -6.2491  -8.4320  7.7388
H  -6.1995  -9.2841  9.3019
H  -3.8950  -9.8944  9.6151
H  -3.5671  -8.6158  8.3405
H  -1.6233  -9.9232  8.3468
H  -2.5402  -10.3599  6.9796
H  -3.4292  -12.1822  8.0466
H  -0.4845  -12.0215  7.9940
H  -1.6413  -12.4070  6.6895
H  -1.2359  -13.9672  9.2310
H  -0.5355  -14.3508  7.6587
H  -2.0356  -16.3736  8.7426
H  -1.8089  -16.3477  7.0408
H  -3.4830  -16.4270  7.6935
C  2.9775  5.1743  4.4446
O  2.4949  5.9348  5.5323
C  1.0693  5.9095  5.7523
C  0.5225  4.5216  6.1055
N  1.0388  4.1381  7.4022
C  0.9583  2.6773  7.5779
C  1.6058  2.3040  8.9075
O  3.0531  2.2488  8.7700
C  3.6808  2.1120  10.0041
H  3.9708  5.5272  4.1672
H  2.2495  5.2871  3.6413
H  3.1812  4.1264  4.6651
H  0.5743  6.2318  4.8363
H  0.7661  6.6190  6.5223
H  0.7580  3.8209  5.3045
H  -0.5610  4.6204  6.1730
H  1.9958  4.4222  7.5555
H  1.3374  2.0968  6.7367
H  -0.0949  2.3974  7.5537
H  1.2149  1.3308  9.2044
H  1.3352  3.0670  9.6374
H  3.5609  3.0316  10.5769
H  4.7416  1.9393  9.8227
H  3.2573  1.3287  10.6328
C  -4.0433  -7.1159  -0.6913
C  -4.0216  -5.7016  -1.1236
O  -5.2973  -5.1511  -1.2195
H  -4.6508  -7.0142  0.2081
H  -3.0133  -7.3647  -0.4361
H  -4.5491  -7.6911  -1.4667
H  -3.5242  -5.7043  -2.0934
H  -3.3675  -5.2071  -0.4054
H  -5.5792  -5.3688  -2.1110
C  -10.8744  -6.8340  0.6354
C  -10.3059  -6.0590  1.8334
O  -10.0853  -4.7179  1.5370
H  -11.8281  -6.3985  0.3369
H  -11.1424  -7.8498  0.9261
H  -10.1418  -6.8782  -0.1704
H  -9.4274  -6.5838  2.2087
H  -11.0605  -6.1080  2.6185
H  -9.3717  -4.6900  0.8953
C  2.6460  -3.4436  2.0987
C  2.3313  -4.8991  1.8515
O  3.4369  -5.6915  2.2047
H  1.8655  -2.7161  1.8760
H  3.4731  -3.0948  1.4805
H  2.9045  -3.2691  3.1431
H  2.1192  -5.1317  0.8079
H  1.4247  -5.2266  2.3603
H  3.0584  -6.5651  2.3282
C  9.6528  -3.6992  1.8127
C  9.5920  -4.5886  3.0375
O  9.0292  -5.8445  2.5682
H  10.4315  -4.0131  1.1176
H  9.7700  -2.6955  2.2215
H  8.7565  -3.6865  1.1926
H  8.8875  -4.1510  3.7448
H  10.5821  -4.6415  3.4903
H  8.0949  -5.6527  2.4588
C  5.7028  9.0526  -3.9352
C  5.6027  8.1505  -5.1967
O  5.9967  8.9384  -6.2863
H  5.0465  9.8924  -4.1636
H  6.7229  9.3790  -3.7330
H  5.3273  8.6463  -2.9961
H  4.5513  7.8672  -5.2468
H  6.0685  7.1713  -5.0859
H  5.8838  8.3823  -7.0606
C  -4.8671  9.1046  1.1173
C  -4.6716  7.7609  0.4701
O  -3.3439  7.5514  0.0230
H  -4.6907  10.0115  0.5390
H  -4.2430  9.1524  2.0097
H  -5.8821  9.0978  1.5146
H  -5.2468  7.6416  -0.4480
H  -4.9853  7.0438  1.2288
H  -3.1836  6.6056  0.0598
C  -6.2349  -0.6761  12.0721
C  -5.5614  0.1666  13.1053
O  -5.7593  -0.5224  14.3378
H  -7.1860  -0.9731  12.5141
H  -5.7229  -1.6020  11.8100
H  -6.4582  -0.0769  11.1894
H  -6.1492  1.0586  13.3221
H  -4.5127  0.3739  12.8925
H  -5.0593  -1.1791  14.3556
C  -11.4090  0.4263  -2.3194
C  -12.2239  1.0115  -1.2004
O  -12.4544  2.3559  -1.5289
H  -11.1981  -0.6078  -2.0468
H  -10.5450  1.0363  -2.5831
H  -12.0549  0.3246  -3.1915
H  -11.6570  0.8705  -0.2802
H  -13.2150  0.5697  -1.0968
H  -12.9652  2.7199  -0.8022
C  -1.4131  9.8637  -6.0563
C  -1.4217  10.6507  -7.2907
O  -2.5159  10.2640  -8.1680
H  -0.6669  10.2779  -5.3782
H  -1.1142  8.8206  -6.1596
H  -2.3893  9.9130  -5.5740
H  -0.5144  10.5329  -7.8832
H  -1.5831  11.7084  -7.0826
H  -2.6169  10.8929  -8.8862
C  -12.2373  0.1712  7.8021
C  -11.3581  -0.5868  6.7730
O  -12.1330  -0.7127  5.5930
H  -12.4938  1.1591  7.4195
H  -11.6513  0.4379  8.6816
H  -13.1097  -0.3905  8.1360
H  -11.0937  -1.5364  7.2385
H  -10.4519  -0.0381  6.5165
H  -11.5539  -1.1599  4.9715
C  -2.0962  -2.4862  -8.2313
C  -2.2116  -3.2481  -9.5442
O  -2.8795  -4.4666  -9.2468
H  -3.0463  -2.1486  -7.8170
H  -1.5297  -1.5691  -8.3931
H  -1.5963  -3.0446  -7.4399
H  -1.2660  -3.5891  -9.9658
H  -2.8568  -2.8009  -10.3004
H  -2.7640  -5.0428  -10.0059
C  -9.4182  5.6303  4.3592
C  -8.6620  6.1077  5.5600
O  -8.4581  5.0347  6.4846
H  -10.3496  5.2566  4.7846
H  -9.0417  4.7582  3.8245
H  -9.6567  6.4219  3.6489
H  -9.2039  6.9593  5.9714
H  -7.6722  6.4275  5.2345
H  -7.6541  5.2546  6.9609
C  11.6693  5.9867  -1.8725
C  12.6966  4.8657  -1.8561
O  12.0722  3.6408  -2.0470
H  12.1517  6.9300  -1.6161
H  10.8861  5.9350  -1.1161
H  11.2589  6.0966  -2.8763
H  13.0237  4.9253  -0.8180
H  13.5239  5.1187  -2.5192
H  12.6023  2.9228  -1.6934
C  9.6798  3.1838  4.4619
C  9.3318  2.3782  5.6867
O  8.1324  1.5899  5.4617
H  9.8586  2.4927  3.6382
H  10.5949  3.7760  4.4704
H  8.8846  3.9076  4.2835
H  9.2108  3.0516  6.5352
H  10.1613  1.7021  5.8937
H  7.6128  1.5812  6.2689
C  -7.0780  4.2449  -7.3552
C  -6.3552  5.5700  -6.8626
O  -6.9273  6.6601  -7.4692
H  -7.1234  4.1479  -8.4399
H  -8.1311  4.2829  -7.0765
H  -6.5598  3.3369  -7.0469
H  -5.3618  5.4605  -7.2978
H  -6.4047  5.7262  -5.7850
H  -6.2539  7.2755  -7.7682

The orbital gap comes out at 9.1 eV. The charge is 0. For the total energy, the calculation gives -123517.0386 eV.

Löwdin population analysis, charges in e, atoms 1 to 4:
1. C -0.16
2. O -0.18
3. C -0.19
4. C -0.20